(1)
Here is a structure of composition C3H2Cl2F18NO4P2S2V from OMol25. Energies are from the ωB97M-V functional and the def2-TZVPD basis.

XYZ file:
```
35
Properties=species:S:1:pos:R:3:forces:R:3
V -0.165267 -0.553057 0.206887 0.22 0.79 1.69
P 0.703703 2.278253 1.190777 3.03 4.12 2.11
F 0.101203 2.245723 2.694377 -0.46 -1.79 -0.67
F 1.279763 0.739393 1.270837 -0.07 -1.00 -0.01
F -0.576027 1.615493 0.502947 -1.45 -0.34 -0.73
F 1.389763 2.459833 -0.292853 -0.78 -0.34 0.88
F 0.102603 3.774403 1.169047 -0.20 -0.35 -1.42
F 2.074643 2.829463 1.874457 -0.11 -0.60 -0.75
P -0.686657 -2.261697 2.855157 -1.28 0.27 4.74
F 0.826653 -1.930017 3.376397 -0.06 -1.49 -1.12
F -1.120497 -2.013777 4.431057 -0.54 -0.44 -1.16
F -0.793017 -0.699147 2.609067 -0.50 2.11 -1.19
F -2.296957 -2.374017 2.390177 1.95 -0.36 0.05
F -0.164777 -2.341227 1.296277 0.15 -1.29 -0.90
F -0.638617 -3.832657 3.101697 0.61 0.58 -0.90
C 3.669413 0.190263 -1.301573 0.20 -0.44 1.28
F 3.495413 1.131323 -2.149223 -0.92 1.23 -1.17
F 4.901483 -0.288117 -1.544343 -0.63 -0.64 0.68
F 3.617753 0.738353 -0.050233 0.02 -1.45 -1.44
S 2.306963 -1.295817 -1.531583 0.95 -0.33 1.84
O 2.689313 -2.133447 -2.647703 -0.53 1.36 1.02
O 2.239453 -1.938307 -0.229533 -0.24 0.89 -0.63
N 0.757833 -0.444297 -1.631713 3.42 -1.10 -0.44
S 0.573113 -0.386817 -3.212233 -0.70 1.73 -3.68
O 1.746443 0.057803 -3.991483 -2.09 -0.32 1.85
O -0.101657 -1.569517 -3.678333 -0.17 0.61 0.11
C -0.752787 1.064683 -3.320593 0.97 -0.74 0.54
F -1.793017 0.633113 -2.603823 -0.34 0.01 0.23
F -0.364537 2.245523 -2.799323 -0.05 -1.04 -0.76
F -1.142977 1.194523 -4.584173 0.30 0.26 0.26
C -4.476207 0.227393 1.258347 -0.52 0.01 0.49
Cl -4.691667 -0.570717 2.864637 -0.01 0.71 -1.16
Cl -2.811647 0.015553 0.625967 -1.16 0.18 -0.29
H -5.233037 -0.108307 0.549407 0.47 -0.74 0.08
H -4.666177 1.299863 1.301197 0.51 -0.08 0.60
```
Positions in Å, forces in eV/Å.

Net charge   -1
Orbital gap (alpha / beta)   9.29 / 10.55 eV
Energy above the lowest of the compared OMol25 structures with the same formula, charge and spin   68.6 kcal/mol
E_LUMO (alpha / beta)   1.5 / 1.8 eV
Spin multiplicity   4
HOMO (alpha / beta)   -7.7511 / -8.7366 eV



(2)
Here is the molecule C8H14N4S2 from OMol25. Energies are from the ωB97M-V functional and the def2-TZVPD basis.

XYZ file:
```
28
Properties=species:S:1:pos:R:3:forces:R:3
C -2.936757 -0.625463 0.028935 -0.56 -1.23 0.75
C -1.732104 0.123271 0.638957 -0.56 -0.52 1.53
C -2.024786 0.241865 2.197028 0.19 -0.27 -3.14
N -1.563189 1.476804 0.087903 -0.21 -2.29 0.95
C -0.475179 1.535298 -0.707335 2.29 -0.93 0.06
S -0.048577 2.801981 -1.615288 0.47 0.93 -0.88
N 0.337905 0.335172 -0.536590 -2.36 4.73 -1.16
N -0.388711 -0.512187 0.218570 -2.05 -1.69 2.34
C 0.337662 -1.620135 0.518978 -0.02 0.26 -0.25
S -0.004803 -2.850031 1.620171 0.04 0.69 -0.77
N 1.461520 -1.507190 -0.288015 -1.29 0.25 1.19
C 1.579086 -0.246621 -1.059765 -0.60 -1.43 0.64
C 2.840211 0.529341 -0.693917 0.62 2.54 1.52
C 1.569261 -0.565809 -2.562316 -0.79 -0.93 0.61
H -2.489743 -1.272657 -0.705421 -0.36 -0.21 -0.82
H -3.792486 -0.028304 -0.386156 1.18 -0.20 0.35
H -3.380001 -1.343946 0.799058 0.60 1.03 -0.98
H -1.130226 0.487513 2.645123 1.72 0.62 1.48
H -2.495379 -0.611594 2.591835 -0.07 -1.27 0.45
H -2.747885 1.013720 2.251990 -0.62 1.10 0.27
H -2.288875 2.152732 0.401887 1.55 -0.30 -1.18
H 2.064019 -2.294241 -0.330177 0.63 -0.27 -0.17
H 2.705130 1.685277 -0.847008 -0.17 -2.11 0.77
H 3.579052 0.362269 -1.414603 1.12 -0.66 -1.41
H 3.430216 0.289596 0.285952 -1.91 0.44 -1.37
H 0.572756 -1.006707 -2.975587 2.04 0.18 1.05
H 2.539255 -1.122928 -2.687675 -1.33 0.20 -0.61
H 1.623192 0.389005 -2.989636 0.46 1.36 -1.22
```
Positions in Å, forces in eV/Å.

Orbital gap   8.31 eV
Energy above the lowest of the compared OMol25 structures with the same formula, charge and spin   33.0 kcal/mol
Structure (SMILES)   CC1(C)NC(=S)N2N1C(=S)NC2(C)C
E_LUMO   0.6 eV
HOMO   -7.7495 eV



(3)
Here is the molecule C22H23N3O3S2 from OMol25. Energies are from the ωB97M-V functional and the def2-TZVPD basis.

XYZ file:
```
53
Properties=species:S:1:pos:R:3:forces:R:3
O 2.105714 0.836067 1.696016 -0.10 -0.25 0.28
C 1.706120 0.188571 0.743819 0.32 0.00 0.21
C 2.404217 -1.120460 0.339441 0.11 0.04 0.48
N 3.044569 -1.018452 -0.953064 0.77 0.03 -0.14
S 4.559626 -0.323652 -0.987271 -0.31 0.16 -0.60
O 5.393324 -1.041514 -0.078411 -0.13 0.09 0.36
O 4.904764 -0.246476 -2.373682 -0.25 0.15 0.03
C 4.319832 1.308711 -0.353663 0.41 -0.55 0.15
C 3.590775 2.314863 -0.913679 0.08 -0.17 -0.12
C 3.543071 3.453989 -0.086176 -0.02 -0.02 0.03
C 4.230681 3.273870 1.075526 0.24 -0.47 0.08
S 4.947293 1.721013 1.183097 -0.10 0.46 -0.19
C 1.486448 -2.316706 0.461919 0.03 -0.20 0.00
C 1.527113 -3.355935 -0.457825 0.08 0.11 0.06
C 0.678262 -4.440558 -0.319979 -0.04 -0.06 -0.03
C -0.213398 -4.498858 0.737653 -0.05 -0.07 -0.01
C -0.245041 -3.473101 1.667666 -0.01 0.01 0.07
C 0.601494 -2.386880 1.532218 0.13 -0.02 -0.05
N 0.692464 0.624332 -0.034240 -0.27 0.28 -0.18
C -0.031569 -0.112657 -1.042902 -0.30 -0.29 -0.09
C -1.463606 -0.401744 -0.567038 0.17 -0.08 -0.22
N -2.116690 0.842643 -0.233365 0.22 0.00 -0.15
C -3.512855 0.907079 -0.237541 -0.27 -0.02 -0.06
C -4.318427 -0.229066 -0.316658 0.22 -0.03 0.05
C -5.695493 -0.113729 -0.380605 -0.16 0.06 -0.01
C -6.302058 1.128644 -0.359017 -0.13 -0.08 -0.01
C -5.511428 2.263558 -0.279736 0.01 0.03 0.05
C -4.136824 2.157536 -0.225176 0.01 0.02 0.08
C -1.393693 1.552415 0.803381 0.24 0.23 -0.04
C 0.019623 1.861996 0.313918 -0.07 0.20 0.41
H 3.235324 -1.253665 1.045656 -0.32 0.11 0.06
H 2.476337 -0.681961 -1.713386 -0.06 0.10 -0.23
H 3.126894 2.235810 -1.880210 -0.11 -0.01 -0.21
H 3.022028 4.358622 -0.342501 -0.06 0.17 -0.02
H 4.352177 3.972540 1.878990 0.04 0.16 0.18
H 2.233802 -3.307897 -1.272195 0.04 -0.03 -0.09
H 0.717116 -5.244892 -1.039255 0.00 -0.07 -0.07
H -0.875370 -5.345187 0.843015 -0.06 -0.07 0.01
H -0.929270 -3.519388 2.502124 -0.05 0.00 0.07
H 0.587525 -1.591897 2.264216 -0.04 0.11 0.10
H -0.079392 0.503236 -1.949080 0.00 -0.10 0.00
H 0.455337 -1.058151 -1.270451 -0.05 0.08 -0.05
H -1.416382 -1.093692 0.290605 -0.05 0.02 -0.11
H -2.003311 -0.883393 -1.383553 0.01 -0.02 0.05
H -3.877798 -1.214055 -0.312507 0.07 -0.07 0.00
H -6.297970 -1.008692 -0.437651 -0.04 -0.07 -0.01
H -7.376872 1.213544 -0.404621 -0.09 0.00 -0.01
H -5.969826 3.241653 -0.269978 -0.03 0.08 -0.01
H -3.537186 3.054711 -0.190552 0.07 0.07 -0.03
H -1.322833 0.937401 1.716325 -0.02 0.06 0.01
H -1.910625 2.476982 1.053600 0.03 -0.04 0.01
H -0.025374 2.497027 -0.576135 -0.04 0.01 0.03
H 0.601354 2.355866 1.092931 -0.07 -0.03 -0.13
```
Positions in Å, forces in eV/Å.

Orbital gap   8.69 eV
Energy above the lowest of the compared OMol25 structures with the same formula, charge and spin   25.1 kcal/mol
Structure (SMILES)   O=C([C@H](NS(=O)(=O)c1cccs1)c1ccccc1)N1CCN(c2ccccc2)CC1
E_LUMO   0.5 eV
HOMO   -8.1655 eV



(4)
Here is the molecule C4H7BO2 from OMol25. Energies are from the ωB97M-V functional and the def2-TZVPD basis.

XYZ file:
```
14
Properties=species:S:1:pos:R:3:forces:R:3
C -2.027044 0.508482 0.074316 -0.90 0.97 -0.70
C -0.654642 0.154932 0.050522 9.20 3.28 0.34
C 0.582296 1.099473 0.328107 -4.93 -6.48 -2.07
B 1.758789 0.121436 0.037544 -1.66 1.31 0.61
O 3.048560 0.440685 0.188810 -1.54 3.11 0.37
O 1.312008 -1.136516 -0.324800 0.91 -0.51 -0.05
C -0.047801 -1.198135 -0.369386 -3.80 -0.16 1.76
H -2.360756 0.724220 1.097182 0.07 0.94 -0.41
H -2.543273 -0.408213 -0.114854 -1.10 -0.30 -1.00
H -2.049299 1.338533 -0.748420 -1.11 -1.38 1.75
H 0.410709 2.106441 0.515004 -0.05 1.55 0.57
H 3.618283 -0.245818 0.119352 2.88 -3.32 -0.45
H -0.589248 -1.848755 0.443607 1.57 0.31 -0.92
H -0.458583 -1.656769 -1.296979 0.46 0.69 0.21
```
Positions in Å, forces in eV/Å.

Orbital gap   9.24 eV
Energy above the lowest of the compared OMol25 structures with the same formula, charge and spin   27.7 kcal/mol
Structure (SMILES)   CC1=CB(O)OC1
E_LUMO   0.7 eV
HOMO   -8.5116 eV



(5)
Here is the molecule C4H8N2O from OMol25. Energies are from the ωB97M-V functional and the def2-TZVPD basis.

XYZ file:
```
15
Properties=species:S:1:pos:R:3:forces:R:3
C 1.744132 -0.018198 0.018617 0.04 0.00 0.04
C 0.236560 -0.067214 0.077653 0.18 0.08 -0.17
C -0.431353 1.103928 -0.614025 0.09 0.11 -0.09
N -1.796571 1.059446 -0.672397 0.03 0.17 0.06
O 0.227358 2.004577 -1.104858 -0.27 -0.35 0.07
C -0.428549 -1.394444 0.146995 -0.09 -0.22 -0.24
N -0.455165 -0.502015 1.297615 0.08 0.03 0.26
H 2.182784 -0.882112 0.530534 -0.11 0.11 -0.05
H 2.068875 -0.032534 -1.025675 -0.01 0.02 0.15
H 2.128509 0.901083 0.467719 -0.06 -0.10 -0.04
H -2.287331 0.512794 0.019504 0.10 0.06 -0.01
H -2.242050 1.914518 -0.972588 0.06 -0.11 0.04
H -1.388609 -1.554757 -0.338201 0.15 0.03 0.07
H 0.216407 -2.271985 0.164484 -0.05 0.20 0.03
H 0.225000 -0.773088 2.004623 -0.12 -0.02 -0.13
```
Positions in Å, forces in eV/Å.

Orbital gap   10.58 eV
Energy above the lowest of the compared OMol25 structures with the same formula, charge and spin   28.7 kcal/mol
Structure (SMILES)   C[C@@]1(C(N)=O)CN1
E_LUMO   1.0 eV
HOMO   -9.6149 eV



(6)
Here is a cluster of 3 separate species, C3H9NO in total from OMol25. Energies are from the ωB97M-V functional and the def2-TZVPD basis.

XYZ file:
```
14
Properties=species:S:1:pos:R:3:forces:R:3
C 1.064866 -0.092920 -0.521121 -2.02 0.48 -0.95
C -0.166284 0.080548 -0.012546 -0.60 0.13 1.00
C -1.264738 0.625450 -0.883076 2.25 0.44 -1.76
O -2.987057 -0.232363 0.824176 0.55 -0.17 0.47
N 3.459195 -0.306475 0.461551 0.83 1.48 -0.71
H 2.141342 -0.197855 -0.050162 1.34 0.17 1.34
H 1.225672 0.025638 -1.598736 0.12 -0.78 -0.03
H -0.547180 0.024315 1.001285 0.82 -0.53 0.23
H -1.084711 1.683885 -1.135033 -0.49 -0.04 0.29
H -1.165450 0.085362 -1.832574 -0.45 0.16 0.01
H -2.248289 0.507361 -0.331182 -0.63 -0.54 0.57
H -3.870867 -0.576827 1.017499 -0.09 0.32 -0.54
H 3.638120 -0.074173 1.437629 -0.84 -0.44 0.23
H 4.238872 -0.902503 0.176383 -0.79 -0.69 -0.15
```
Positions in Å, forces in eV/Å.

Orbital gap   3.68 eV
Energy above the lowest of the compared OMol25 structures with the same formula, charge and spin   237.6 kcal/mol
E_LUMO   -4.5 eV
HOMO   -8.1719 eV



(7)
Here is a structure of composition C39H33ClN6O3P2SV from OMol25. Energies are from the ωB97M-V functional and the def2-TZVPD basis.

XYZ file:
```
86
Properties=species:S:1:pos:R:3:forces:R:3
V -0.294355 0.813020 0.346712 0.31 -0.82 -0.57
Cl 5.397889 -2.730995 2.504069 -0.17 0.16 -0.03
C 4.118358 -1.505683 2.483484 -0.07 -0.12 0.15
C 4.299967 -0.439117 1.693657 -0.17 0.33 -0.09
C 3.417367 0.703823 1.409301 0.38 -0.54 0.10
C 2.074157 0.706268 1.269952 -0.58 0.42 0.24
O 1.273286 1.729258 1.302458 0.75 -0.64 0.32
C 0.840886 -1.106499 2.477600 -0.05 0.33 -0.53
C -0.663592 -1.163638 2.526652 0.35 0.29 -0.24
N -1.310292 -0.303839 1.842337 -0.71 -0.14 1.11
C -2.705744 -0.138421 2.206279 0.76 -0.04 -0.45
C -3.593917 -1.142734 2.014955 -0.51 -0.32 -0.09
C -4.975325 -0.949322 2.286343 0.27 -0.22 -0.09
C -5.415714 0.253821 2.733808 0.08 0.30 0.05
C -4.489538 1.309563 2.966913 -0.37 -0.01 0.05
C -4.888557 2.581492 3.441287 -0.22 -0.10 -0.01
C -3.951600 3.534954 3.667518 0.26 0.09 0.03
C -2.589228 3.214119 3.442132 -0.06 0.01 0.00
N -2.174723 2.058228 2.999205 -0.12 -0.10 0.04
C -3.121156 1.114216 2.733657 0.34 0.11 -0.03
C 1.673656 -2.373005 2.620097 0.06 -0.14 -0.02
H 5.282997 -0.390226 1.234820 0.00 0.04 -0.07
H 3.890165 1.677232 1.352360 0.03 -0.01 0.04
H -1.154982 -1.776641 3.280444 0.05 -0.05 0.08
H -3.246909 -2.089844 1.616859 -0.03 0.02 -0.02
H -5.671544 -1.760082 2.112489 0.04 0.01 0.00
H -6.470720 0.426750 2.914884 0.06 0.02 0.01
H -5.941368 2.779035 3.608050 0.02 -0.02 0.00
H -4.221315 4.521855 4.018679 0.02 -0.02 -0.02
H -1.823259 3.957121 3.643676 -0.01 -0.02 -0.02
H 1.156200 -3.147077 3.187361 0.06 0.01 0.06
C -3.235085 -0.512384 -1.448519 -0.05 0.01 0.03
P -1.424118 -0.284522 -1.611896 -0.28 0.01 -0.51
C -1.071531 -1.876810 -2.464162 0.01 -0.06 0.12
C -1.296924 0.919125 -3.022681 -0.01 -0.09 0.11
C -2.105238 0.764134 -4.148847 0.00 -0.05 -0.03
C -2.048859 1.661241 -5.203564 0.02 -0.02 0.02
C -1.164746 2.730117 -5.152148 0.04 -0.01 0.08
C -0.347365 2.887802 -4.043039 0.06 0.01 -0.02
C -0.403951 1.999100 -2.969452 -0.03 -0.06 0.15
P 0.620748 2.206610 -1.451308 -0.02 0.48 -0.56
C 2.325307 2.355594 -2.101267 0.13 0.06 0.05
C 0.392441 3.964113 -0.978262 0.01 -0.01 -0.10
H -3.709539 0.351767 -0.985846 0.07 0.02 0.02
H -3.401348 -1.386217 -0.815735 -0.01 0.03 0.02
H -3.705097 -0.703352 -2.413252 0.00 0.00 0.00
H -1.817491 -2.065011 -3.237847 0.03 0.01 -0.01
H -1.124388 -2.687409 -1.732565 0.00 0.03 -0.01
H -0.085895 -1.892648 -2.919466 0.15 0.07 0.00
H -2.798234 -0.067780 -4.211731 0.02 0.05 0.01
H -2.698608 1.528880 -6.060431 0.03 0.00 0.03
H -1.119712 3.441804 -5.967990 0.02 -0.03 0.03
H 0.344715 3.723185 -4.010853 -0.04 -0.02 0.02
H 2.472381 3.342216 -2.541350 0.01 0.02 -0.03
H 2.564527 1.596561 -2.839391 -0.06 0.49 0.26
H 3.013972 2.235823 -1.261675 -0.03 0.01 -0.01
H 0.372199 4.615938 -1.852891 0.05 0.00 0.00
H 1.243000 4.235740 -0.351367 -0.01 -0.02 0.02
H -0.519221 4.103959 -0.408039 -0.07 -0.02 0.01
O 3.396231 -6.299301 -0.171335 -0.06 -0.25 0.08
N 3.631969 -5.356617 -0.886633 -0.36 1.15 0.15
O 4.362548 -5.380376 -1.853338 0.10 -0.14 -0.08
C 2.988821 -4.030088 -0.514891 0.60 -0.77 -0.98
C 2.539645 -3.953267 0.745915 -0.42 0.22 1.04
C 1.980588 -2.742332 1.204805 0.32 -1.31 0.55
C 2.955981 -1.879079 3.389847 -0.06 0.12 -0.10
C 2.424738 -0.678910 4.139698 0.15 -0.03 0.06
C 1.283756 -0.234499 3.641214 -0.11 -0.05 -0.06
N 1.282588 -0.553515 1.104922 0.62 0.10 0.08
C 1.877766 -1.668499 0.405243 -0.33 0.95 -0.19
C 2.326252 -1.728735 -0.950441 -0.09 0.21 0.18
N 2.182517 -0.634910 -1.736981 -0.29 0.14 0.39
C 2.577891 -0.686117 -2.969537 0.11 -0.56 -0.58
C 3.178351 -1.833227 -3.544869 -0.18 0.59 -0.15
C 3.340855 -2.938477 -2.783168 -0.01 -0.37 0.52
C 2.910310 -2.931556 -1.420398 0.12 -0.07 -0.42
H 2.651649 -4.804908 1.404404 -0.03 0.06 -0.02
H 3.312469 -2.648419 4.071257 -0.01 -0.05 0.01
H 2.979219 -0.213249 4.947008 -0.04 -0.04 -0.10
H 0.719036 0.639160 3.941514 0.07 -0.02 -0.04
H 2.395350 0.196644 -3.579044 0.07 -0.42 -0.10
H 3.500728 -1.818425 -4.578380 -0.04 0.01 0.04
H 3.801796 -3.819895 -3.192536 -0.02 -0.04 0.01
S -4.018344 3.714079 -0.413614 0.42 -0.37 0.10
C -2.744173 2.722957 -0.156828 -0.52 0.38 -0.14
N -1.831603 2.010361 0.023699 -0.84 0.77 0.02
```
Positions in Å, forces in eV/Å.

Orbital gap (alpha / beta)   5.80 / 6.70 eV
Energy above the lowest of the compared OMol25 structures with the same formula, charge and spin   59.1 kcal/mol
E_LUMO (alpha / beta)   -0.8 / -0.8 eV
Spin multiplicity   4
HOMO (alpha / beta)   -6.6236 / -7.5226 eV



no.,calculated total energy (eV)
1,-152731.68970
2,-36151.98310
3,-55470.37141
4,-9033.10956
5,-9305.14690
6,-6784.75351
7,-123684.07969